[1]
This record from the OMol25 dataset describes 10 unconnected molecules or ions with the total composition C15H41Cl2N10O18P at a distorted geometry. The level of theory is ωB97M-V/def2-TZVPD.

```
87
Properties=species:S:1:pos:R:3:forces:R:3
C 5.378 -5.453 -0.926 -0.7 1.0 0.8
C 3.837 -5.315 -0.550 -0.1 -0.6 -2.3
Cl 3.412 -4.974 1.172 0.4 -0.3 -1.5
C 2.835 -5.452 -1.501 2.5 0.0 1.6
Cl 3.381 -5.850 -3.208 -0.6 0.4 1.6
P 0.952 -5.281 -1.234 -2.0 0.3 -0.7
C -0.942 -5.010 -1.123 -0.5 -0.4 -1.1
C -1.410 -3.564 -1.611 0.0 0.3 0.8
C -0.428 -2.379 -1.222 -0.9 0.5 0.4
N 0.574 -2.039 -2.262 0.2 0.0 0.4
H 5.650 -6.486 -1.275 -0.4 1.1 0.3
H 6.007 -5.160 -0.040 -0.6 -0.5 -0.8
H 5.593 -4.685 -1.734 -0.2 -1.1 0.8
H 0.861 -4.860 -2.623 0.3 -0.3 0.4
H 0.785 -6.684 -0.943 0.4 0.5 0.0
H 1.108 -4.363 -0.150 0.6 -0.4 -0.3
H -1.394 -5.767 -1.854 0.5 0.8 0.9
H -1.311 -5.311 -0.098 0.3 0.6 -0.9
H -2.393 -3.340 -1.092 1.3 -0.2 -0.7
H -1.622 -3.498 -2.724 0.5 -0.3 1.2
H 0.060 -2.518 -0.198 -0.7 -0.1 -1.1
H -1.080 -1.454 -1.100 0.9 -1.1 -0.2
H 1.203 -1.308 -1.888 -0.7 -0.7 -0.1
H 1.196 -2.822 -2.482 -0.4 0.2 0.2
C 2.002 1.748 0.333 0.2 0.0 0.4
N 1.618 0.373 -0.075 -0.1 0.3 0.2
O 0.487 0.011 0.167 0.4 0.0 -0.1
O 2.475 -0.300 -0.630 -0.2 0.1 0.1
H 1.155 2.220 0.807 0.2 -0.2 0.0
H 2.835 1.662 1.030 0.1 -0.1 -0.2
H 2.292 2.288 -0.565 0.0 -0.1 0.1
C -1.317 5.178 -0.096 -0.4 -0.1 -0.3
N -0.273 4.157 0.180 -0.4 0.1 -0.3
O -0.227 3.187 -0.555 -0.1 0.4 0.1
O 0.467 4.364 1.127 0.0 -0.2 -0.1
H -1.895 4.861 -0.960 0.2 -0.1 0.1
H -1.950 5.247 0.787 0.1 0.1 0.0
H -0.814 6.117 -0.294 -0.1 -0.1 0.1
C -5.839 -5.089 -1.443 0.2 -0.2 -0.4
N -4.714 -4.347 -0.815 -0.1 0.0 -0.1
O -3.855 -5.001 -0.252 -0.3 0.2 0.1
O -4.733 -3.135 -0.909 0.1 -0.2 0.2
H -5.689 -6.153 -1.281 0.2 0.7 -0.3
H -6.759 -4.752 -0.969 0.1 0.1 -0.1
H -5.833 -4.855 -2.506 -0.1 0.2 0.1
C -0.036 7.179 3.775 0.3 -0.2 0.1
N -0.783 7.515 2.536 0.1 0.0 0.1
O -0.247 7.267 1.473 -0.1 0.5 0.2
O -1.880 8.014 2.677 0.0 -0.1 -0.2
H 0.920 6.742 3.499 -0.1 0.0 -0.1
H 0.107 8.103 4.332 -0.2 -0.1 0.0
H -0.638 6.468 4.338 -0.1 0.2 0.0
C -0.297 9.467 -2.421 0.0 0.3 0.0
N -1.063 8.197 -2.502 -0.2 0.1 0.0
O -2.272 8.276 -2.583 0.2 -0.2 0.0
O -0.419 7.165 -2.483 -0.1 0.1 0.0
H -0.996 10.299 -2.449 0.0 -0.2 0.0
H 0.255 9.457 -1.482 0.0 -0.1 -0.1
H 0.377 9.499 -3.275 0.0 -0.1 0.1
C 3.378 -1.639 -3.508 0.1 -0.2 0.2
N 4.362 -0.726 -4.145 0.1 -0.1 0.1
O 5.417 -0.546 -3.567 -0.1 0.1 -0.2
O 4.040 -0.223 -5.203 0.1 0.0 0.2
H 3.798 -2.012 -2.577 0.0 0.1 -0.1
H 2.474 -1.067 -3.322 0.1 0.0 -0.3
H 3.192 -2.457 -4.203 -0.1 0.1 0.0
C -5.175 8.922 5.450 -0.2 0.2 -0.1
N -3.757 8.539 5.673 0.3 0.1 0.0
O -2.943 9.440 5.765 -0.1 -0.5 0.0
O -3.516 7.347 5.748 0.0 0.4 0.0
H -5.240 10.006 5.406 0.1 -0.1 0.0
H -5.491 8.476 4.509 0.0 -0.1 0.1
H -5.754 8.533 6.286 0.0 -0.1 -0.1
C 7.736 -2.281 1.081 -0.2 0.1 -0.2
N 8.643 -3.385 1.490 0.0 -0.1 0.0
O 8.613 -4.407 0.831 0.1 0.1 0.2
O 9.351 -3.185 2.456 -0.1 -0.1 -0.2
H 7.169 -2.599 0.210 0.1 0.0 0.1
H 7.074 -2.073 1.919 0.1 0.1 0.0
H 8.356 -1.418 0.844 0.0 0.0 0.1
C -6.297 -7.453 2.109 0.3 -0.1 0.1
N -7.063 -7.106 0.884 0.0 -0.1 0.1
O -6.536 -7.330 -0.190 -0.6 -0.7 0.6
O -8.165 -6.621 1.042 0.2 0.0 -0.2
H -5.339 -7.873 1.815 -0.1 0.1 -0.1
H -6.158 -6.536 2.679 -0.1 -0.1 0.0
H -6.884 -8.180 2.667 0.0 0.2 0.0
```
Positions in Å, forces in eV/Å.

Calculated values
LUMO level	-0.0058	hartree
DFT total energy	-3758.7310	Eh
orbital gap	8.076	eV
multiplicity	1
molecular weight	751.4	Da

[2]
This record from the OMol25 dataset describes 2 unconnected molecules or ions with the total composition C10H8BrNOS at a distorted geometry. The level of theory is ωB97M-V/def2-TZVPD.

```
22
Properties=species:S:1:pos:R:3:forces:R:3
C 0.938 -2.557 0.261 0.7 0.0 0.4
C -1.967 -0.190 0.574 1.1 0.3 0.0
C -2.882 -0.121 -1.617 0.4 0.2 -0.6
C -3.030 0.184 -0.322 -0.4 -0.3 1.7
C -1.011 -0.772 -0.185 4.2 -0.4 -0.2
C 1.043 1.316 1.193 -1.4 -0.1 3.7
C 1.519 0.983 -0.972 -1.4 -0.3 0.9
C 1.565 -0.131 1.162 -1.0 1.2 -1.5
C 1.980 -0.233 -0.272 2.5 -1.8 -0.1
C 0.963 -1.165 0.306 -5.2 2.4 -1.9
N 0.914 -3.687 0.099 0.0 -1.1 0.0
O 0.618 1.684 -0.074 0.6 -0.7 -0.6
S -1.336 -0.811 -1.907 0.0 -0.2 1.3
Br -4.597 0.792 0.490 -0.6 0.4 -0.1
H -1.805 0.103 1.654 -0.7 -0.6 -1.5
H -3.552 0.059 -2.434 -0.3 0.0 0.0
H 0.199 1.476 1.983 1.0 -0.3 -1.7
H 1.879 1.906 1.666 -0.4 -0.2 -1.0
H 2.358 1.576 -1.090 1.7 1.4 -0.8
H 1.056 0.679 -1.887 -0.6 0.6 -0.6
H 2.107 -0.520 1.935 1.7 -0.4 2.0
H 3.042 -0.570 -0.563 -2.0 0.1 0.4
```
Positions in Å, forces in eV/Å.

Calculated values
LUMO level	0.0085	hartree
DFT total energy	-3487.8848	Eh
orbital gap	9.206	eV
multiplicity	1
molecular weight	270.2	Da

[3]
This record from the OMol25 dataset describes 6 unconnected molecules or ions with the total composition C26H39F15N4O10P at a distorted geometry. The level of theory is ωB97M-V/def2-TZVPD.

```
95
Properties=species:S:1:pos:R:3:forces:R:3
C 9.499 -0.293 4.284 -0.3 1.1 -0.5
C 9.784 0.765 3.141 -1.4 -1.6 1.5
P 8.238 1.795 2.889 0.8 1.6 -2.0
C 8.303 2.987 4.296 1.0 -0.3 0.6
C 9.391 4.061 3.940 -0.7 0.1 -0.2
N 6.926 0.596 3.075 0.6 -0.5 0.5
C 5.760 0.764 3.659 0.5 0.6 0.3
N 5.358 1.881 4.274 -0.8 0.4 1.3
C 4.135 1.598 4.764 2.0 0.8 -0.6
N 3.806 0.388 4.423 -2.7 -0.8 0.9
N 4.797 -0.162 3.723 0.4 -1.0 -0.6
H 8.863 0.211 5.025 0.4 -0.3 0.3
H 8.881 -1.108 3.890 0.4 -0.1 0.1
H 10.418 -0.662 4.738 -0.2 -0.1 0.0
H 10.616 1.397 3.456 -0.2 0.2 -0.4
H 9.999 0.174 2.246 0.2 0.7 -0.1
H 7.377 3.526 4.477 -0.1 -0.6 0.0
H 8.657 2.456 5.191 -0.5 0.2 0.1
H 10.083 4.210 4.772 0.1 -0.3 -0.3
H 9.905 3.852 2.995 0.2 0.0 0.3
H 8.886 5.023 3.800 0.1 -0.2 -0.1
H 7.085 -0.310 2.653 0.1 0.1 0.0
H 3.482 2.223 5.356 0.1 0.1 -0.1
H 2.924 -0.063 4.655 0.3 -0.3 -0.2
H 4.777 -1.093 3.335 -0.2 0.0 0.1
C -2.599 -0.228 2.670 0.1 0.3 0.4
C -1.276 -0.977 2.723 -0.6 0.3 -0.4
O -0.495 -0.495 3.843 0.6 0.0 0.3
C -0.809 -1.001 5.033 -0.3 -0.2 -1.0
O -1.663 -1.804 5.250 0.2 0.0 0.5
C 0.130 -0.428 6.101 0.1 0.6 1.1
F 0.285 0.904 5.985 0.0 -0.2 -0.3
F 1.376 -0.969 6.002 0.0 0.0 -0.3
F -0.300 -0.661 7.330 -0.1 -0.2 -0.4
H -2.422 0.848 2.644 0.1 0.0 -0.1
H -3.172 -0.508 1.796 0.0 0.1 0.0
H -3.201 -0.434 3.555 0.0 -0.1 0.0
H -0.696 -0.770 1.824 0.2 0.1 0.2
H -1.405 -2.051 2.781 0.1 0.0 0.4
C -1.325 -6.939 -1.223 0.0 0.3 -0.2
C -1.745 -6.488 0.160 0.1 -0.7 -0.1
O -1.718 -5.050 0.267 -0.1 0.5 0.2
C -2.770 -4.409 -0.234 0.2 -0.9 0.1
O -3.713 -4.918 -0.759 -0.2 0.4 -0.1
C -2.622 -2.902 -0.002 0.1 1.0 -0.1
F -1.391 -2.455 -0.313 -0.1 -0.3 0.0
F -2.834 -2.579 1.293 -0.2 -0.9 -0.5
F -3.486 -2.195 -0.730 0.2 -0.6 0.2
H -0.348 -6.526 -1.479 0.0 -0.1 0.1
H -1.273 -8.026 -1.270 0.0 0.0 0.1
H -2.029 -6.595 -1.980 -0.1 -0.1 0.1
H -1.042 -6.861 0.902 0.0 0.3 0.1
H -2.731 -6.871 0.426 -0.1 0.2 -0.1
C 3.804 2.732 1.911 -0.6 0.2 -0.2
C 3.995 3.504 0.622 0.3 -0.3 0.1
O 2.780 4.159 0.232 -0.2 0.2 -0.2
C 2.513 5.306 0.858 0.6 -0.4 0.0
O 3.194 5.806 1.703 -0.3 0.2 0.0
C 1.219 5.917 0.308 -1.0 0.5 -0.3
F 0.246 4.997 0.199 0.3 0.0 0.1
F 1.420 6.437 -0.912 0.2 -0.2 0.2
F 0.764 6.891 1.095 0.3 -0.2 0.0
H 2.967 2.034 1.819 0.0 0.0 -0.1
H 4.699 2.178 2.150 0.2 0.1 -0.3
H 3.579 3.400 2.742 0.1 0.1 -0.1
H 4.247 2.821 -0.187 -0.2 0.1 -0.1
H 4.810 4.223 0.704 -0.2 0.1 0.1
C -4.964 -0.654 -2.386 0.2 0.2 -0.3
C -5.861 0.383 -3.029 -0.3 -0.5 0.4
O -5.086 1.382 -3.716 0.1 0.3 -0.3
C -4.646 1.050 -4.925 -0.5 -0.4 0.6
O -4.836 0.004 -5.472 0.3 0.2 -0.2
C -3.886 2.227 -5.548 0.6 0.8 -0.4
F -3.024 2.780 -4.678 -0.2 -0.2 0.0
F -4.734 3.190 -5.940 -0.1 -0.3 0.1
F -3.184 1.847 -6.618 -0.2 -0.2 0.2
H -4.236 -0.174 -1.732 -0.1 0.1 0.1
H -5.553 -1.360 -1.803 0.0 0.0 0.0
H -4.404 -1.209 -3.138 -0.1 0.0 0.0
H -6.426 0.911 -2.263 0.1 0.2 -0.1
H -6.582 -0.074 -3.707 0.2 0.1 -0.2
C -6.406 -0.723 -7.829 -0.2 -0.1 0.2
C -7.388 -1.200 -8.878 0.5 0.4 -0.2
O -8.253 -2.221 -8.347 -0.3 -0.3 0.0
C -9.278 -1.795 -7.615 0.6 0.4 -0.5
O -9.528 -0.653 -7.365 -0.3 -0.2 0.2
C -10.130 -2.988 -7.164 -0.5 -0.8 0.4
F -9.372 -3.992 -6.693 0.0 0.3 -0.1
F -10.849 -3.476 -8.188 0.2 0.2 0.0
F -10.985 -2.645 -6.198 0.2 0.2 -0.2
H -5.847 -1.562 -7.416 0.1 0.0 -0.1
H -5.703 -0.008 -8.258 0.0 0.0 0.0
H -6.921 -0.242 -6.999 0.0 0.1 -0.1
H -6.852 -1.658 -9.708 -0.2 -0.2 0.1
H -7.975 -0.377 -9.285 -0.2 -0.1 0.2
```
Positions in Å, forces in eV/Å.

Calculated values
LUMO level	-0.1107	hartree
DFT total energy	-3824.7073	Eh
orbital gap	8.278	eV
multiplicity	1
charge	+1
molecular weight	883.6	Da